The following is a quantum chemistry calculation of a molecular structure, C70H170F6N10O20S2 at a distorted geometry, from OMol25.

Last column: Löwdin charge in e.
Cartesian coordinates (Å):
C  6.805  5.140  -8.709  -0.152
O  7.908  5.138  -9.706  -0.209
C  9.070  4.346  -9.359  -0.167
C  9.591  3.933  -10.727  -0.114
N  10.576  4.753  -11.474  0.073
H  11.547  4.492  -11.198  0.206
H  10.453  4.357  -12.399  0.184
C  10.288  6.246  -11.415  -0.083
C  11.274  7.061  -12.166  -0.245
O  10.764  7.313  -13.474  -0.192
C  11.180  8.695  -13.903  -0.035
H  5.907  5.167  -9.334  0.021
H  6.666  5.891  -7.917  0.090
H  6.862  4.163  -8.144  0.040
H  8.762  3.362  -8.996  0.131
H  9.777  4.896  -8.711  0.143
H  8.827  3.516  -11.331  0.142
H  10.252  3.117  -10.504  0.130
H  10.615  6.419  -10.385  0.133
H  9.239  6.464  -11.487  0.145
H  12.356  6.885  -12.077  0.140
H  11.265  8.135  -11.650  0.161
H  10.842  9.113  -14.853  0.099
H  12.212  8.919  -13.524  0.110
H  10.532  9.353  -13.366  0.065
C  2.299  2.825  -0.903  -0.084
O  1.412  1.668  -0.916  -0.213
C  2.062  0.416  -0.507  -0.146
C  2.001  0.110  1.004  -0.092
N  0.689  -0.333  1.589  0.060
H  0.407  -1.275  1.259  0.170
H  0.787  -0.296  2.643  0.124
C  -0.366  0.662  1.347  -0.095
C  -0.168  1.945  2.193  -0.233
O  -1.402  2.227  2.701  -0.169
C  -1.568  3.534  3.242  -0.083
H  3.200  2.723  -1.515  0.090
H  2.480  3.186  0.134  0.082
H  1.651  3.636  -1.288  0.089
H  3.124  0.420  -0.765  0.127
H  1.562  -0.360  -1.055  0.125
H  2.211  1.034  1.496  0.107
H  2.793  -0.589  1.338  0.147
H  -1.324  0.172  1.698  0.160
H  -0.475  0.881  0.304  0.119
H  0.250  2.740  1.558  0.125
H  0.504  1.745  3.058  0.128
H  -2.563  3.715  3.573  0.072
H  -1.407  4.352  2.497  0.095
H  -0.892  3.734  4.114  0.100
C  -4.637  10.860  -3.064  0.000
O  -3.364  10.321  -3.580  -0.218
C  -2.545  11.209  -4.252  -0.236
C  -1.430  10.344  -4.733  -0.088
N  -0.766  9.606  -3.600  0.046
H  0.152  10.066  -3.389  0.203
H  -1.458  9.723  -2.832  0.169
C  -0.520  8.158  -3.885  -0.093
C  -1.810  7.387  -3.722  -0.231
O  -2.339  7.566  -2.439  -0.195
C  -3.409  6.701  -2.091  -0.069
H  -5.226  9.994  -2.774  0.094
H  -5.226  11.353  -3.802  0.085
H  -4.351  11.540  -2.258  0.099
H  -2.296  12.109  -3.670  0.144
H  -3.048  11.650  -5.120  0.147
H  -0.647  10.847  -5.284  0.143
H  -1.822  9.483  -5.316  0.138
H  0.180  7.877  -3.093  0.138
H  -0.038  8.057  -4.886  0.161
H  -1.622  6.343  -3.975  0.141
H  -2.515  7.781  -4.461  0.124
H  -3.832  7.062  -1.182  0.084
H  -3.135  5.595  -2.000  0.117
H  -4.117  6.765  -2.923  0.093
C  7.038  2.616  9.187  -0.023
O  6.446  2.081  7.935  -0.208
C  6.183  0.699  8.029  -0.252
C  5.476  0.225  6.784  -0.051
N  4.162  1.023  6.689  0.080
H  3.351  0.422  6.728  0.089
H  4.125  1.680  7.477  0.168
C  4.029  1.905  5.468  -0.091
C  2.991  2.992  5.705  -0.196
O  2.834  3.749  4.538  -0.170
C  3.979  4.492  4.259  -0.113
H  6.778  1.901  9.996  0.091
H  6.639  3.608  9.386  0.089
H  8.139  2.623  9.089  0.102
H  5.577  0.539  9.004  0.153
H  7.037  0.117  8.315  0.125
H  5.237  -0.839  6.831  0.132
H  6.054  0.495  5.894  0.139
H  3.701  1.296  4.644  0.127
H  5.029  2.258  5.318  0.115
H  3.240  3.657  6.462  0.110
H  2.070  2.469  5.918  0.135
H  4.449  4.985  5.148  0.116
H  3.738  5.269  3.521  0.098
H  4.697  3.831  3.779  0.083
C  -6.375  -5.461  -13.886  0.136
O  -7.098  -4.784  -12.989  -0.243
C  -8.523  -5.017  -12.819  -0.155
C  -9.229  -4.624  -11.496  -0.087
N  -9.758  -3.242  -11.655  0.030
H  -9.427  -2.562  -12.420  0.200
H  -10.735  -3.477  -12.017  0.207
C  -9.982  -2.488  -10.330  -0.057
C  -8.828  -1.477  -9.978  -0.117
O  -7.565  -2.059  -9.512  -0.161
C  -7.288  -2.257  -8.266  0.062
H  -5.385  -5.059  -13.876  0.030
H  -6.338  -1.744  -14.335  -0.206
H  -7.516  -6.341  -15.448  0.266
H  -8.848  -5.995  -13.145  0.111
H  -8.927  -4.239  -13.678  0.175
H  -8.572  -4.724  -10.577  0.171
H  -10.086  -5.243  -11.493  0.124
H  -10.179  -3.236  -9.556  0.141
H  -10.781  -1.794  -10.500  0.128
H  -9.066  -0.686  -9.296  0.126
H  -8.621  -1.009  -10.964  0.133
H  0.114  -9.063  -7.088  0.080
H  -7.837  -1.854  -7.469  -0.012
H  5.334  3.909  -8.686  0.150
C  -1.866  11.673  4.743  0.094
O  -2.220  11.689  5.942  -0.069
C  -3.317  12.403  6.507  -0.098
C  -3.451  13.930  6.473  -0.008
N  -2.324  14.732  7.212  0.067
H  -2.536  14.920  8.193  0.196
H  -1.612  14.042  7.325  0.148
C  -1.599  15.793  6.445  -0.067
C  -0.991  15.458  5.100  -0.227
O  -0.047  14.507  4.851  -0.208
C  1.367  14.722  4.881  0.096
H  -4.241  7.648  3.835  -0.339
H  -1.150  10.939  4.401  0.105
H  -2.508  12.223  4.262  0.039
H  -3.301  11.901  7.428  0.135
H  -4.182  11.949  6.021  0.155
H  -4.360  14.225  7.012  0.153
H  -3.526  14.486  5.542  0.131
H  -0.934  16.119  7.274  0.161
H  -2.303  16.603  6.431  0.144
H  -0.561  16.410  4.746  0.156
H  -1.681  15.258  4.332  0.121
H  1.990  14.238  4.132  -0.096
H  1.783  15.593  5.570  0.131
H  1.806  14.881  2.438  0.098
C  -3.792  -7.536  10.531  -0.039
O  -3.359  -6.964  9.309  -0.171
C  -2.004  -6.903  9.149  -0.259
C  -1.732  -6.435  7.750  -0.107
N  -2.275  -5.070  7.534  0.059
H  -3.304  -5.073  7.623  0.186
H  -1.908  -4.455  8.277  0.199
C  -1.873  -4.523  6.230  -0.087
C  -2.495  -3.100  6.075  -0.240
O  -3.816  -3.395  6.223  -0.198
C  -4.691  -2.274  6.494  -0.046
H  -3.480  -8.582  10.479  0.108
H  -4.830  -7.385  10.522  0.086
H  -3.323  -7.066  11.357  0.086
H  -1.374  -7.823  9.262  0.157
H  -1.568  -6.204  9.847  0.128
H  -2.079  -7.124  7.010  0.141
H  -0.686  -6.388  7.494  0.135
H  -2.193  -5.179  5.397  0.160
H  -0.784  -4.482  6.128  0.130
H  -2.221  -2.783  5.082  0.118
H  -2.131  -2.363  6.781  0.118
H  -4.952  -1.638  5.618  0.100
H  -4.147  -1.632  7.228  0.097
H  -5.618  -2.607  6.953  0.083
C  -3.328  -8.412  -1.848  -0.092
C  -1.879  -8.252  -2.273  -0.247
C  -1.386  -9.616  -2.732  -0.127
N  0.084  -9.738  -3.155  -0.235
C  1.126  -9.301  -2.220  -0.014
C  0.281  -8.803  -4.356  -0.146
C  1.563  -9.264  -5.083  -0.255
C  1.636  -10.746  -4.876  -0.163
C  0.516  -11.134  -3.798  -0.012
H  -3.924  -8.826  -2.632  0.073
H  -3.702  -7.421  -1.606  0.082
H  -3.404  -9.085  -0.980  0.090
H  -1.244  -7.849  -1.442  0.125
H  -1.821  -7.460  -3.061  0.123
H  -1.926  -9.863  -3.638  0.125
H  -1.687  -10.347  -1.956  0.147
H  1.171  -9.915  -1.316  0.119
H  1.066  -8.288  -1.919  0.092
H  2.109  -9.332  -2.694  0.108
H  0.309  -7.783  -4.032  0.120
H  -0.556  -8.924  -5.042  0.076
H  2.498  -8.722  -4.874  0.122
H  1.420  -9.149  -6.142  -0.030
H  2.676  -11.217  -4.677  0.146
H  1.387  -11.206  -5.842  0.101
H  0.862  -11.765  -2.988  0.118
H  -0.385  -11.531  -4.351  0.146
C  -15.182  -3.489  4.117  -0.069
C  -13.778  -3.226  3.467  -0.215
C  -13.097  -2.051  4.167  -0.104
N  -11.634  -1.838  3.719  -0.274
C  -10.786  -3.052  4.196  -0.068
C  -9.372  -3.040  3.556  -0.136
C  -9.425  -2.871  1.989  -0.186
C  -10.144  -1.606  1.674  -0.187
C  -11.554  -1.629  2.272  -0.139
C  -11.116  -0.619  4.486  0.027
H  -15.110  -3.788  5.164  0.086
H  -15.739  -4.266  3.631  0.076
H  -15.767  -2.595  3.958  0.077
H  -13.991  -2.944  2.427  0.114
H  -13.341  -4.213  3.512  0.105
H  -13.146  -2.097  5.246  0.138
H  -13.564  -1.148  3.815  0.132
H  -11.356  -3.895  3.852  0.108
H  -10.903  -3.025  5.263  0.128
H  -8.764  -3.932  3.750  0.116
H  -8.735  -2.219  4.043  0.127
H  -10.022  -3.685  1.546  0.124
H  -8.378  -2.978  1.572  0.140
H  -10.315  -1.492  0.592  0.127
H  -9.553  -0.651  1.985  0.151
H  -12.048  -2.501  1.830  0.132
H  -12.133  -0.756  2.088  0.132
H  -11.735  0.188  4.069  0.115
H  -10.051  -0.447  4.410  0.089
H  -11.292  -0.729  5.599  0.132
C  11.302  -10.951  0.224  0.149
C  11.212  -9.613  0.973  -0.129
C  12.335  -8.799  1.173  -0.122
N  12.187  -7.430  1.448  -0.214
C  10.944  -6.810  0.560  -0.118
C  9.865  -5.767  1.119  -0.209
C  8.847  -4.792  0.670  0.031
C  12.423  -6.982  4.322  0.039
C  11.687  -7.469  3.265  0.031
C  13.507  -6.873  1.386  -0.068
H  6.709  -11.590  18.118  0.199
H  10.402  -11.521  0.404  0.039
H  12.014  -11.133  -0.765  0.148
H  10.883  -15.180  13.454  0.146
H  10.126  -9.283  1.229  0.144
H  13.224  -7.206  -4.517  -0.083
H  13.382  -9.145  1.438  0.163
H  10.772  -7.730  -0.038  0.095
H  11.358  -6.284  -0.337  0.116
H  5.571  -8.907  -14.201  0.134
H  9.979  -6.408  2.081  0.037
H  18.043  1.506  -0.775  0.083
H  7.994  -4.844  1.209  -0.096
H  12.033  -7.398  5.279  0.083
H  13.585  -6.690  4.290  0.131
H  10.634  -7.716  3.108  0.079
H  17.476  -13.668  12.500  0.224
H  13.869  -6.705  0.379  0.114
H  14.322  -7.474  1.773  0.102
H  13.393  -5.960  1.983  0.109
C  -4.079  -2.772  -0.779  -0.714
F  -3.564  -2.949  -1.970  0.158
F  -4.645  -1.632  -0.583  0.177
F  -4.998  -3.749  -0.588  0.094
S  -2.766  -3.134  0.543  0.461
O  -2.411  -4.494  0.451  -0.332
O  -1.594  -2.303  0.269  -0.377
O  -3.393  -2.981  1.910  -0.393
C  2.514  -2.675  5.291  -0.637
F  2.167  -3.336  4.212  0.156
F  2.585  -3.519  6.328  0.143
F  3.745  -2.078  5.094  0.071
S  1.338  -1.243  5.458  0.515
O  1.784  -0.559  6.684  -0.327
O  1.673  -0.457  4.279  -0.337
O  0.033  -1.814  5.445  -0.269

Calculated values
* HOMO energy: -13.203 eV
* energy relative to the best compared isomer or geometry (same formula, charge and spin): 854.2 kcal/mol
* molecular weight: 1650.30 g/mol
* charge: +8



The following is a quantum chemistry calculation of a gas-phase ion, C10H8NO (charge +1) at a distorted geometry, from OMol25.

Last column: Löwdin charge in e.
Cartesian coordinates (Å):
C  3.663  -1.213  0.335  -0.049
C  -1.461  1.814  0.068  -0.031
C  -0.073  1.697  0.125  0.001
C  -2.266  0.641  -0.046  0.069
C  -0.334  -0.745  0.042  0.043
C  0.513  0.405  0.201  -0.197
C  -1.679  -0.665  -0.005  -0.252
C  4.011  0.981  -0.265  0.275
C  1.888  0.230  0.262  0.096
C  -2.537  -1.856  -0.213  -0.016
N  4.329  -0.225  -0.316  0.077
O  2.418  -1.007  0.369  0.012
H  -1.955  2.866  0.212  0.158
H  0.426  2.668  0.442  0.152
H  -3.337  0.704  -0.185  0.127
H  0.161  -1.755  0.211  0.164
H  4.271  1.952  -0.484  0.088
H  -3.473  -1.631  -0.706  0.094
H  -1.829  -2.590  -0.745  0.129
H  -2.739  -2.270  0.698  0.060

Calculated values
* HOMO energy: -13.355 eV
* energy relative to the best compared isomer or geometry (same formula, charge and spin): 93.8 kcal/mol
* molecular weight: 158.18 g/mol
* charge: +1



no.,HOMO-LUMO gap (eV)
1,0.5
2,6.9